DFT (ωB97M-V/def2-TZVPD) results for C11H34Ba2F3O9 as an isolated structure.

## Properties
Charge: +3
Kohn-Sham gap (eV): 2.0449
Spin multiplicity: 1
HOMO (eV): -12.97
Electronic energy (eV): -39888.1069

Each line ends with the Löwdin charge.
Geometry (Å):
Ba1 -7.580 -2.705 6.814  1.617
Ba2 -2.283 2.984 6.160  1.673
C1 -2.055 -1.101 0.730  -0.398
O1 -1.100 -0.114 0.441  -0.091
O2 -2.680 -0.855 1.925  -0.069
C2 -2.919 -1.319 -0.648  -0.621
F1 -3.780 -0.373 -0.925  0.174
F2 -2.177 -1.345 -1.770  0.148
F3 -3.588 -2.399 -0.643  0.211
C3 0.215 -0.504 -0.064  -0.214
C4 0.850 0.801 -0.654  -0.052
H1 0.512 1.586 0.024  0.063
H2 1.939 0.766 -0.659  0.075
H3 0.510 1.069 -1.654  0.078
H4 0.248 -1.228 -0.878  0.111
H5 0.846 -1.034 0.649  0.112
H6 -1.550 -2.046 0.929  0.170
C5 0.258 -8.770 4.375  -0.165
O3 -0.909 -8.398 3.646  -0.134
H7 0.660 -9.751 4.124  0.081
H8 1.031 -8.005 4.293  0.073
H9 -0.100 -8.842 5.402  0.074
H10 -0.670 -8.582 2.734  0.069
C6 4.388 3.679 5.499  -0.175
O4 3.385 2.718 5.546  -0.150
H11 5.164 3.406 4.784  0.089
H12 3.929 4.571 5.074  0.079
H13 4.745 3.758 6.526  0.087
H14 3.887 1.913 5.402  0.075
C7 9.722 4.641 -0.876  -0.164
O5 10.578 4.119 0.129  -0.132
H15 9.188 3.817 -1.349  0.078
H16 8.971 5.240 -0.361  0.065
H17 10.263 5.309 -1.545  0.080
H18 11.275 4.747 0.334  0.073
C8 -6.040 -5.848 -6.350  -0.161
O6 -5.761 -6.791 -7.375  -0.137
H19 -6.908 -5.314 -6.736  0.076
H20 -6.226 -6.350 -5.401  0.076
H21 -5.156 -5.218 -6.246  0.071
H22 -5.616 -6.368 -8.224  0.074
C9 -8.290 4.586 -0.970  -0.199
O7 -8.952 4.184 0.166  -0.124
H23 -8.704 5.536 -1.305  0.083
H24 -7.207 4.593 -0.847  0.080
H25 -8.521 3.893 -1.779  0.077
H26 -9.895 4.299 0.029  0.083
C10 5.388 -3.306 -4.214  -0.175
O8 5.914 -2.009 -4.329  -0.130
H27 4.321 -3.316 -4.436  0.079
H28 5.870 -3.939 -4.959  0.076
H29 5.666 -3.637 -3.213  0.076
H30 6.814 -2.032 -3.995  0.074
C11 -1.524 6.443 0.831  -0.135
O9 -0.966 6.285 2.157  -0.160
H31 -0.833 7.036 0.232  0.087
H32 -1.865 5.530 0.342  0.077
H33 -2.421 7.057 0.919  0.072
H34 -0.260 6.934 2.186  0.067



DFT (ωB97M-V/def2-TZVPD) results for one molecule with the formula C7H8.

## Properties
Charge: 0
Kohn-Sham gap (eV): 10.9125
Energy relative to the best compared isomer or geometry (same formula, charge and spin) (kJ/mol): 369.2
Spin multiplicity: 1
HOMO (eV): -9.88
Electronic energy (eV): -7384.9205

Each line ends with the Löwdin charge.
Geometry (Å):
C1 -1.083 1.373 -0.520  -0.074
C2 -0.274 0.305 0.229  -0.382
C3 0.576 -0.562 -0.752  -0.174
C4 0.275 -1.990 -0.621  -0.144
C5 -0.024 -3.148 -0.481  0.107
C6 0.562 0.923 1.268  -0.122
C7 1.238 1.450 2.114  0.120
H1 -0.417 2.067 -1.043  0.086
H2 -1.742 0.898 -1.255  0.082
H3 -1.698 1.949 0.177  0.082
H4 -0.982 -0.364 0.732  0.136
H5 0.375 -0.247 -1.784  0.116
H6 1.644 -0.392 -0.579  0.119
H7 -0.285 -4.175 -0.355  0.023
H8 1.833 1.912 2.870  0.024



DFT (ωB97M-V/def2-TZVPD) results for a 2-piece molecular cluster, C27H29O7 overall.

## Properties
Charge: -1
Kohn-Sham gap (eV): 4.9612
Spin multiplicity: 1
HOMO (eV): -3.16
Electronic energy (eV): -42801.7197

Each line ends with the Löwdin charge.
Geometry (Å):
C1 -2.944 3.997 1.755  -0.089
C2 -1.631 4.118 1.032  -0.258
O1 -1.060 2.797 0.987  -0.027
C3 0.186 2.884 0.461  -0.467
C4 1.179 1.907 0.911  -0.126
C5 2.655 2.151 0.744  -0.403
C6 3.173 2.894 1.984  -0.059
C7 3.027 2.866 -0.545  -0.078
C8 0.847 1.210 2.175  -0.506
O2 -0.043 1.459 2.963  0.048
O3 1.848 0.306 2.413  -0.079
C9 1.763 -0.614 3.529  -0.216
C10 1.438 0.015 4.850  -0.094
O4 0.454 3.825 -0.308  -0.028
H1 -3.394 4.997 1.811  0.066
H2 -3.645 3.338 1.215  0.076
H3 -2.773 3.621 2.773  0.079
H4 -1.760 4.542 0.023  0.115
H5 -0.936 4.760 1.605  0.130
H6 3.096 1.144 0.724  0.118
H7 3.034 2.234 2.857  0.069
H8 4.235 3.155 1.910  0.064
H9 2.576 3.808 2.110  0.091
H10 2.934 2.176 -1.390  0.055
H11 2.346 3.707 -0.702  0.059
H12 4.062 3.214 -0.473  0.064
H13 0.989 -1.344 3.275  0.109
H14 2.743 -1.103 3.540  0.114
H15 1.514 -0.759 5.614  0.066
H16 2.116 0.835 5.116  0.080
H17 0.411 0.383 4.806  0.067
C11 0.762 -1.975 -6.845  -0.069
O5 1.726 -1.531 -5.852  -0.093
C12 1.243 -1.038 -4.682  -0.265
C13 -0.142 -1.059 -4.377  -0.021
C14 -0.555 -0.788 -3.090  -0.032
C15 0.371 -0.519 -2.050  -0.183
C16 -0.044 -0.558 -0.665  0.097
C17 -0.922 -1.502 -0.213  -0.032
C18 -1.596 -1.502 1.129  -0.270
O6 -1.434 -0.739 2.074  0.125
C19 -2.496 -2.697 1.115  -0.096
C20 -2.322 -3.444 -0.052  -0.094
C21 -3.029 -4.630 -0.259  -0.008
C22 -3.910 -5.061 0.740  -0.077
C23 -4.077 -4.306 1.918  -0.074
C24 -3.371 -3.115 2.111  -0.002
C25 -1.280 -2.803 -0.918  -0.284
O7 -0.815 -3.312 -1.925  0.089
C26 1.722 -0.293 -2.423  0.000
C27 2.157 -0.576 -3.704  -0.001
H18 1.367 -2.193 -7.726  0.084
H19 0.238 -2.887 -6.516  0.096
H20 0.037 -1.178 -7.076  0.091
H21 -0.878 -1.376 -5.115  0.099
H22 -1.623 -0.811 -2.867  0.126
H23 0.412 0.144 0.033  0.098
H24 -2.890 -5.182 -1.187  0.115
H25 -4.478 -5.982 0.610  0.097
H26 -4.769 -4.641 2.686  0.097
H27 -3.474 -2.496 2.999  0.121
H28 2.425 0.034 -1.654  0.111
H29 3.206 -0.508 -3.984  0.115



- What is the formula in the first record?
  C11H34Ba2F3O9